192
Properties=species:S:1:pos:R:3:forces:R:3:lowdin_charge:R:1 method="wB97M-V/def2-TZVPD" largest_force_ha_per_bohr=0.050 e_above_lowest_kcal_mol=50.2 homo_energy_ev=-7.90 smiles=CCN(CC)CC.CCN(CC)CC.CCN(CC)CC.CCN(CC)CC.C1CCOC1.C1CCOC1.C1CCOC1.C1CCOC1.C1CCOC1.C1CCOC1.C1CCOC1.C1CCOC1 orbital_gap_ev=8.16
H 0.91735 -7.91594 -25.73282 0.5 0.9 0.1 0.11
C 0.30535 -10.09555 -10.17039 -0.5 0.6 0.0 -0.19
C -0.03306 -5.94371 -28.11583 -0.2 -0.8 -0.6 -0.20
H -10.28832 -9.62632 -26.39867 0.3 -0.1 0.6 0.11
H -12.85406 -18.64405 -20.80564 -0.3 0.0 -0.4 0.12
H -5.89736 -9.60947 -19.62372 -0.1 0.0 0.5 0.09
H -12.64570 -14.86015 -13.81506 0.0 0.3 0.4 0.11
H -2.85990 -20.69649 -20.39820 -0.1 -0.1 0.0 0.12
H 3.88276 -7.56625 -18.64910 0.1 0.4 0.1 0.11
H -12.37149 -7.14618 -26.77432 0.3 -0.1 0.1 0.11
O -7.72351 -14.34048 -27.55154 -1.4 -0.3 1.3 -0.16
H -15.02432 -15.83564 -15.76221 0.0 -0.1 -0.2 0.06
H -0.91894 -9.04595 -27.26710 0.0 0.0 0.2 0.11
H -4.93662 -17.17944 -13.85295 0.3 0.2 0.0 0.11
H 3.69326 -9.53035 -17.44069 -0.1 -0.3 -0.3 0.11
C -3.90649 -17.17043 -11.94458 -0.4 0.7 0.1 -0.18
C 2.26221 -9.58783 -19.24504 0.8 0.6 1.1 -0.20
C -11.84380 -16.40735 -22.32653 -0.1 -0.5 -0.8 -0.18
H -9.74894 -16.90439 -22.21681 0.1 0.0 -0.2 0.12
H -3.67273 -21.06369 -21.95423 0.2 -0.1 0.0 0.11
C -5.66796 -18.68983 -12.55762 -0.1 0.0 1.0 -0.19
C -12.86631 -8.08672 -26.53213 -0.7 0.8 0.0 -0.17
H -13.39075 -16.26376 -20.95351 0.0 0.2 0.7 0.11
C -7.89076 -14.14054 -28.94832 1.2 1.1 0.8 -0.19
H 2.43192 -10.02697 -9.66043 0.1 -0.2 -0.2 0.11
H -12.82399 -7.49586 -24.40543 0.2 0.0 -0.1 0.12
H -11.75094 -19.38637 -11.99375 0.5 0.5 -0.2 0.06
H -7.97760 -3.49786 -21.33337 0.3 0.2 0.0 0.11
H -4.56807 -11.71194 -16.36992 -0.2 -0.2 0.0 0.07
C -9.76783 -6.67729 -15.70434 0.3 0.1 -1.0 -0.09
C -5.13395 -10.30649 -19.27807 -0.3 -1.9 -1.1 -0.19
H -9.01621 -1.95326 -22.84959 0.1 0.0 0.4 0.07
H -10.57643 -16.35152 -15.58784 -0.6 -0.2 -0.1 0.08
H -7.07015 -8.69183 -13.54680 0.4 -0.2 -0.2 0.11
C -4.98071 -21.22508 -20.23861 -0.1 -1.1 0.6 -0.18
H -11.22277 -17.11109 -12.90225 0.1 -0.3 -0.7 0.09
H 1.60474 -10.45669 -19.21500 0.5 -0.2 -0.1 0.12
C 1.86153 -11.14217 -11.51989 0.6 0.8 1.7 -0.22
H -11.86736 -18.08561 -19.48264 -0.3 0.1 0.2 0.12
O 0.61474 -11.23331 -12.20684 0.2 -0.1 -0.1 -0.12
H -6.94169 -6.12634 -15.08277 0.1 0.4 0.1 0.06
C -12.32870 -16.50412 -20.90470 -1.1 0.9 0.0 -0.18
H -10.47991 -6.40482 -13.73204 0.0 -0.3 0.3 0.10
H -7.49257 -10.46349 -20.68081 0.0 0.0 -0.1 0.06
H -6.61070 -18.58577 -13.09474 0.2 -0.3 -0.5 0.11
C -9.53073 -8.96038 -13.51485 -1.3 0.8 0.9 -0.26
H -4.93571 -20.36360 -18.21338 -0.3 -0.4 0.1 0.11
N -6.49452 -3.59455 -22.81571 -0.2 1.4 0.3 -0.20
C -9.51150 -6.56389 -14.20635 -0.7 -0.3 0.0 -0.24
C -4.93757 -12.61915 -18.31126 1.3 1.1 1.1 -0.29
H -6.40640 -13.28238 -30.30260 0.0 -0.2 -0.2 0.11
C -4.50663 -17.88103 -13.13812 -0.1 -0.6 -0.6 -0.18
C -7.48835 -7.93353 -14.20875 -0.5 -1.3 1.1 -0.30
H -8.32323 -10.83447 -19.18505 0.2 -0.2 0.2 0.08
O -4.64466 -19.00915 -19.62544 -0.8 0.9 -0.4 -0.15
C -0.86757 -7.20594 -28.46687 0.7 0.1 0.5 -0.17
H -8.41296 -14.99007 -29.38846 0.2 0.0 0.1 0.12
O 1.45642 -8.53454 -19.73194 -0.1 0.8 -0.6 -0.16
C 1.77568 -9.97669 -10.52929 -1.1 0.4 -0.7 -0.19
C -12.28378 -17.35655 -12.94821 0.7 -0.9 0.2 -0.24
H -12.61501 -16.77211 -12.08984 -0.8 0.2 0.2 0.10
H -8.57403 -2.86583 -24.20488 -0.4 -0.4 -0.2 0.05
H -13.90010 -7.91553 -26.83224 -0.1 -0.3 -0.3 0.11
H -3.74192 -18.46217 -13.65348 -0.3 -0.2 -0.1 0.11
C -5.56107 -4.08215 -21.77629 -0.1 1.6 -1.2 -0.25
C -10.65221 -8.79481 -12.48929 -0.3 0.1 0.2 -0.10
H -5.54745 -5.17165 -21.74597 0.5 -0.3 0.0 0.10
H -5.61911 -6.05864 -23.73401 -0.1 -0.2 -0.1 0.06
C 0.12329 -7.37158 -26.24394 -0.7 -0.4 -1.7 -0.16
H -4.81700 -13.09015 -28.13606 0.2 -0.5 -0.2 0.11
C -6.45406 -13.86803 -29.38454 -0.1 -0.2 -1.1 -0.18
H -5.05736 -18.99167 -21.69965 -0.4 -0.3 0.0 0.12
C -6.62027 -6.74718 -14.24651 0.4 1.1 -0.4 -0.11
H -4.98084 -16.76670 -10.05299 -0.1 0.1 -0.1 0.12
H -13.03397 -15.24803 -15.46175 0.2 -0.1 -0.1 0.10
H -10.28703 -15.54694 -14.07889 -0.3 0.1 0.2 0.06
N -5.81778 -11.56103 -18.75446 -0.7 -0.6 -0.2 -0.18
H -1.27086 -11.12833 -11.14455 0.1 -0.5 -0.7 0.11
O -11.59468 -9.08750 -24.85835 0.6 -0.3 -0.6 -0.14
C -14.37078 -16.94809 -14.04207 0.4 -0.3 -0.5 -0.27
H 2.05375 -11.98630 -10.85763 0.0 -0.7 -0.6 0.11
O 0.41886 -6.04203 -26.76220 -0.4 -0.8 0.6 -0.14
H -3.65894 -3.72193 -22.88456 -0.4 0.2 -0.3 0.06
H -11.56794 -15.42155 -22.70098 0.1 0.0 0.3 0.11
H -5.14109 -3.66645 -24.43118 -0.1 0.0 0.0 0.10
H -0.69239 -7.53988 -29.48956 -0.2 0.2 -0.1 0.11
H -5.70053 -16.07819 -11.55586 -0.2 0.2 0.1 0.11
H 1.98799 -9.06340 -11.08510 -0.1 0.3 0.2 0.11
C -7.85175 -11.28364 -20.05915 -0.2 0.0 -0.6 -0.10
C -4.25646 -19.19682 -20.98932 0.8 0.7 0.7 -0.22
O -5.92571 -18.13185 -11.26093 0.4 0.9 0.5 -0.16
C -6.73611 -12.25591 -19.69170 -0.7 2.2 -0.1 -0.27
C -0.40792 -10.54521 -11.46613 1.4 0.6 1.3 -0.18
H -8.63294 -11.80025 -20.61679 0.0 0.0 -0.1 0.07
H -5.43975 -19.73177 -12.33318 0.0 -0.2 -0.6 0.12
C -10.70334 -17.41421 -22.34835 0.4 0.5 0.5 -0.18
H 0.22946 -10.85690 -9.39406 -0.3 0.1 0.1 0.11
N -12.90750 -16.93221 -14.22769 0.1 0.0 1.4 -0.18
H -3.42872 -12.99285 -16.81407 0.0 -0.1 0.1 0.07
H 2.89825 -6.99730 -17.24677 0.3 0.0 0.0 0.11
H -8.92521 -9.78606 -13.14109 0.5 0.2 -0.4 0.11
H -4.78645 -11.04761 -21.35047 -0.1 0.0 0.1 0.06
C -11.31219 -9.82915 -26.08459 0.9 -0.1 1.4 -0.19
H 1.94422 -9.37508 -17.15123 0.1 0.4 0.4 0.11
H -12.90336 -9.97089 -27.61283 -0.1 -0.3 0.6 0.11
C -12.80984 -8.37746 -25.04628 0.3 -0.4 0.1 -0.22
H -12.67666 -16.73491 -22.94874 0.1 -0.2 -0.3 0.11
H -4.37578 -13.01276 -19.15836 0.3 -0.4 -0.1 0.11
H -13.61885 -9.03240 -24.72277 -0.4 0.0 -0.1 0.12
H 2.20016 -6.49003 -19.71290 -0.7 -0.1 -0.7 0.11
H -9.99978 -9.22984 -14.46115 0.3 -0.3 -0.4 0.10
C 2.76250 -9.10882 -17.82028 -1.0 -0.8 -1.1 -0.16
H -5.57717 -6.99576 -14.44212 0.0 -0.1 0.2 0.08
H -14.52530 -17.50201 -16.11630 0.1 0.1 0.1 0.08
C -6.32902 -5.51693 -24.35905 0.4 -0.2 -0.2 -0.09
O -10.86340 -18.20697 -21.15486 1.7 -1.0 -1.7 -0.13
C -4.24238 -10.58141 -20.52904 0.4 0.3 0.7 -0.08
H -7.54969 -8.38878 -15.19723 -0.2 -0.1 -0.3 0.12
H -5.89806 -3.74873 -20.79478 -0.4 0.0 -0.1 0.11
H -10.66647 -17.98324 -23.27730 -0.1 -0.4 0.2 0.11
C -10.96193 -15.56877 -14.93454 0.4 0.9 -0.4 -0.10
C 1.78012 -7.28765 -19.10014 0.9 -1.2 1.4 -0.18
H -3.37014 -11.18759 -20.28440 -0.1 -0.3 0.1 0.06
H -0.67574 -5.09785 -28.35993 0.4 0.5 0.7 0.11
H -5.97779 -14.51861 -26.64135 0.2 0.4 0.7 0.12
H -5.50491 -13.43215 -17.85819 -0.3 0.0 -0.3 0.11
H -4.13450 -2.32810 -21.85906 -0.8 0.1 -0.5 0.08
H -5.90010 -14.79804 -29.51230 0.0 -0.1 -0.1 0.12
C -12.18006 -9.29502 -27.15659 -1.0 0.4 -1.7 -0.19
H -3.52842 -3.72736 -21.20933 0.1 -0.4 0.3 0.06
H -4.56414 -9.87646 -18.45436 -0.1 0.0 -0.1 0.10
C -15.03579 -16.86234 -15.39635 -0.5 0.2 -0.4 -0.10
H -8.44595 -13.21326 -29.08983 -0.5 0.0 -0.3 0.11
C -7.89426 -3.77089 -22.38532 0.8 -0.5 -0.1 -0.26
H -16.07766 -17.18268 -15.39513 -0.1 0.1 0.2 0.07
C -6.15168 -4.00276 -24.19945 -0.9 -1.2 0.8 -0.23
H -9.92950 -3.42198 -23.14700 0.1 -0.1 -0.1 0.07
H -10.29559 -7.56454 -16.05411 0.1 -0.3 0.4 0.07
H -6.84231 -3.62383 -24.95280 0.1 0.9 0.4 0.09
H -6.71762 -6.17868 -13.32161 0.2 0.0 0.0 0.09
C -5.15952 -16.91689 -11.11770 0.0 -0.9 -0.1 -0.20
H -6.21985 -5.85369 -25.38996 0.3 0.1 -0.1 0.07
H -4.72487 -22.18483 -19.78969 -0.2 0.0 0.1 0.11
H -3.19276 -17.78216 -11.39279 0.0 0.0 -0.1 0.12
H 0.57463 -8.62546 -28.06496 0.5 -0.1 0.7 0.11
C -6.58224 -13.67923 -26.98515 0.6 -0.6 -2.4 -0.17
H -8.00384 -4.85536 -22.38003 -1.1 -0.3 -0.1 0.10
H -0.73830 -7.30046 -25.58009 0.0 0.0 0.1 0.11
H -10.22787 -8.37173 -11.57877 -0.1 0.1 0.0 0.08
H -3.79763 -9.66670 -20.92093 -0.2 0.3 0.0 0.07
H -12.60186 -19.45642 -13.54683 0.1 0.0 0.0 0.07
H -11.16535 -9.71096 -12.19695 0.2 -0.3 -0.3 0.07
H -11.55692 -9.03629 -28.01266 0.0 0.4 0.0 0.11
H -3.45733 -16.23725 -12.28447 0.3 0.0 0.3 0.11
H -3.25679 -11.38547 -17.43837 0.0 0.0 -0.5 0.06
C -5.36653 -20.16400 -19.19453 1.1 -0.1 -0.2 -0.19
H 0.86923 -7.02798 -18.56074 0.1 0.6 -0.1 0.12
H -7.34874 -5.80920 -24.10834 0.0 0.0 0.3 0.06
N -8.79196 -7.69080 -13.57570 0.3 0.0 -0.8 -0.18
H -3.48798 -18.44633 -21.17457 0.2 -0.1 0.0 0.12
C -4.20907 -3.40664 -21.99797 1.4 -1.0 0.9 -0.10
C -8.93032 -2.98778 -23.18199 0.5 0.3 -0.3 -0.08
H -8.98830 -5.62953 -14.00304 0.3 -0.1 0.0 0.11
C -12.43887 -15.57688 -14.60980 -0.2 -1.5 0.2 -0.26
C -12.48737 -18.88778 -12.62398 -0.7 0.9 -0.1 -0.08
H -10.34893 -5.86432 -16.13966 -0.1 0.3 0.5 0.07
H -11.42801 -8.13301 -12.87431 0.0 0.1 0.2 0.06
C -3.99923 -12.14480 -17.19280 0.3 -0.2 0.1 -0.09
H -0.16894 -9.16223 -9.86698 0.1 0.0 0.5 0.11
C 2.93161 -7.64527 -18.12263 -0.7 0.4 0.1 -0.19
H -7.25508 -13.12814 -19.29425 0.6 0.0 0.7 0.11
C -5.90199 -13.08339 -28.24017 1.0 0.9 1.3 -0.20
H -6.44139 -20.00660 -19.10504 0.0 0.2 -0.1 0.11
H -11.39357 -10.89604 -25.87665 -0.2 0.0 -0.1 0.12
H -0.73180 -9.65709 -12.00875 -0.1 -0.1 -0.3 0.11
C -12.06220 -17.94168 -20.54538 -0.4 0.3 1.3 -0.25
H -11.77430 -15.81864 -20.26370 -0.2 -0.1 0.2 0.12
C -3.79216 -20.63419 -20.95955 -0.3 0.4 -0.9 -0.18
H -1.93814 -7.06514 -28.31807 0.0 0.2 0.1 0.11
H 0.88560 -5.89285 -28.70028 -0.2 0.1 -0.4 0.11
H -14.68238 -17.86528 -13.54231 0.3 -0.1 -0.1 0.10
H 2.75524 -10.86937 -12.08111 -0.4 -0.9 -1.1 0.12
H -6.20786 -12.59878 -20.58136 0.1 -0.1 -0.3 0.10
H -10.83020 -14.62634 -15.46611 0.5 0.1 -0.1 0.07
H -8.84178 -6.63325 -16.27756 0.2 -0.2 0.0 0.06
H -14.68519 -16.13585 -13.38669 -0.1 0.3 0.2 0.11
C -0.25759 -8.21041 -27.49641 -0.4 0.0 -0.1 -0.19
H -5.77758 -21.41646 -20.95727 -0.1 0.1 0.1 0.11
H -6.73914 -12.88838 -26.25164 -0.6 -0.4 0.2 0.11
H 3.13872 -9.67523 -19.88706 0.0 -0.6 -0.3 0.11
H -6.05866 -12.00651 -28.30263 -0.7 0.1 -0.2 0.11
H -13.40264 -18.98709 -12.04045 -0.2 -0.1 -0.2 0.05